a:
C6H9N as an isolated structure. Source: the Open Molecules 2025 dataset; level of theory: wB97M-V/def2-TZVPD.

Geometry (Å):
N  -0.617  1.013  0.689
C  0.452  1.927  1.057
C  0.141  -2.080  -1.004
C  -0.567  0.541  -0.679
C  -0.914  -1.022  -0.880
C  0.429  0.533  1.566
C  -2.152  -0.684  -0.941
H  0.709  -2.219  -0.077
H  1.160  -0.157  1.144
H  -1.132  1.249  -1.295
H  0.122  0.319  2.586
H  0.854  -1.823  -1.798
H  1.198  2.164  0.296
H  -0.306  -3.045  -1.264
H  0.452  0.521  -1.098
H  0.172  2.761  1.697

For the HOMO-LUMO gap, the calculation gives 10.40 eV. As for the spin multiplicity: 1. The total charge is 0. As for the molar mass: 95.1 g mol⁻¹.

Results of the natural (NBO) charge analysis, in e, for atoms 1 through 8: number 1, N, carries -0.40; number 2, C, carries -0.26; number 3, C, carries -0.63; number 4, C, carries -0.23; number 5, C, carries -0.32; number 6, C, carries -0.26; number 7, C, carries 0.16; number 8, H, carries 0.23

---

b:
A single C6H9N molecule. Source: the Open Molecules 2025 dataset; level of theory: wB97M-V/def2-TZVPD.

Geometry (Å):
N  0.022  -1.510  0.616
C  0.665  -0.101  -1.260
C  0.305  -0.244  0.142
C  -0.390  -0.131  -2.030
C  0.564  0.832  2.421
C  0.523  0.832  0.928
C  -1.332  -0.237  -2.923
H  0.879  -0.134  2.826
H  1.602  0.359  -1.557
H  -0.519  -1.503  1.475
H  1.282  1.581  2.770
H  -0.401  -2.100  -0.097
H  -2.296  -0.661  -2.672
H  0.687  1.802  0.462
H  -1.175  0.127  -3.932
H  -0.416  1.088  2.832

For the HOMO-LUMO gap (spin up / spin down), the calculation gives 7.87 / 6.84 eV. Its SMILES is C=C=C/C(N)=C/C. As for the spin multiplicity: 1. The total charge is 0. As for the molar mass: 95.1 g mol⁻¹.

Results of the natural (NBO) charge analysis, in e, for atoms 1 through 8: number 1, N, carries -0.81; number 2, C, carries -0.37; number 3, C, carries 0.14; number 4, C, carries 0.22; number 5, C, carries -0.65; number 6, C, carries -0.26; number 7, C, carries -0.56; number 8, H, carries 0.21

---

Least stable of them? a.

---

a:
C6H9N as an isolated structure. Source: the Open Molecules 2025 dataset; level of theory: wB97M-V/def2-TZVPD.

Geometry (Å):
N  -0.363  0.339  0.714
C  0.015  -1.044  0.229
C  -1.733  0.804  0.639
C  1.850  0.227  0.120
C  0.521  0.734  -0.438
C  0.021  -0.509  -1.226
C  1.510  -0.985  0.563
H  0.435  1.761  -0.799
H  -2.195  0.671  1.622
H  -0.980  -0.399  -1.651
H  2.784  0.770  0.200
H  0.701  -0.974  -1.946
H  -0.579  -1.901  0.558
H  2.093  -1.734  1.084
H  -2.390  0.355  -0.127
H  -1.689  1.885  0.459

For the HOMO-LUMO gap, the calculation gives 9.61 eV. As for the spin multiplicity: 1. The total charge is 0. As for the molar mass: 95.1 g mol⁻¹.

Results of the natural (NBO) charge analysis, in e, for atoms 1 through 8: number 1, N, carries -0.42; number 2, C, carries -0.11; number 3, C, carries -0.43; number 4, C, carries -0.19; number 5, C, carries -0.11; number 6, C, carries -0.39; number 7, C, carries -0.19; number 8, H, carries 0.21

---

b:
A single C6H9N molecule. Source: the Open Molecules 2025 dataset; level of theory: wB97M-V/def2-TZVPD.

Geometry (Å):
N  0.058  1.048  -0.570
C  1.403  1.559  -0.768
C  0.902  1.252  0.592
C  -1.180  -1.432  1.203
C  -1.309  -0.978  -0.223
C  -0.142  -0.327  -0.981
C  -2.238  -1.038  -1.130
H  0.592  2.049  1.262
H  -0.348  -2.146  1.286
H  -2.094  -1.935  1.544
H  -0.984  -0.584  1.872
H  1.309  0.367  1.079
H  -0.327  -0.332  -2.065
H  2.148  0.882  -1.185
H  0.742  -0.968  -0.799
H  1.467  2.585  -1.117

For the HOMO-LUMO gap, the calculation gives 9.88 eV. As for the spin multiplicity: 1. The total charge is 0. As for the molar mass: 95.1 g mol⁻¹.

Results of the natural (NBO) charge analysis, in e, for atoms 1 through 8: number 1, N, carries -0.40; number 2, C, carries -0.26; number 3, C, carries -0.27; number 4, C, carries -0.62; number 5, C, carries -0.37; number 6, C, carries -0.22; number 7, C, carries 0.23; number 8, H, carries 0.21

---

c:
A single C6H9N molecule. Source: the Open Molecules 2025 dataset; level of theory: wB97M-V/def2-TZVPD.

Geometry (Å):
N  -0.391  -2.541  -1.347
C  -0.547  -1.396  -1.266
C  -0.638  0.039  -1.172
C  -0.821  0.718  0.166
C  1.771  0.010  0.000
C  -1.079  -0.071  1.427
C  0.534  0.759  -0.495
H  0.804  1.681  -1.003
H  1.600  -0.636  0.867
H  -1.416  1.628  0.090
H  2.193  -0.618  -0.793
H  -0.658  -1.079  1.367
H  -2.152  -0.173  1.622
H  2.549  0.728  0.287
H  -1.120  0.505  -2.030
H  -0.628  0.447  2.279

For the HOMO-LUMO gap, the calculation gives 11.25 eV. Its SMILES is C[C@@H]1[C@H](C)[C@@H]1C#N. As for the spin multiplicity: 1. The total charge is 0. As for the molar mass: 95.1 g mol⁻¹.

Results of the natural (NBO) charge analysis, in e, for atoms 1 through 8: number 1, N, carries -0.34; number 2, C, carries 0.29; number 3, C, carries -0.36; number 4, C, carries -0.18; number 5, C, carries -0.63; number 6, C, carries -0.62; number 7, C, carries -0.18; number 8, H, carries 0.22

---

d:
A 2-piece molecular cluster, C6H9N overall. Source: the Open Molecules 2025 dataset; level of theory: wB97M-V/def2-TZVPD.

Geometry (Å):
N  0.504  -1.153  -2.010
C  -1.279  -0.768  2.193
C  1.996  -1.104  -1.859
C  -0.420  2.276  0.326
C  -0.686  -0.259  0.906
C  1.421  0.030  -1.872
C  -0.553  1.007  0.619
H  1.322  1.093  -1.733
H  -0.535  -1.327  2.772
H  -0.363  -0.982  0.153
H  -2.114  -1.448  1.990
H  2.802  -1.799  -1.701
H  0.474  2.832  0.600
H  -1.649  0.054  2.812
H  0.289  -1.272  -3.006
H  -1.208  2.819  -0.190

For the HOMO-LUMO gap, the calculation gives 9.53 eV. Its SMILES is C1=CN1.C=C=CC. As for the spin multiplicity: 1. The total charge is 0. As for the molar mass: 95.1 g mol⁻¹.

Results of the natural (NBO) charge analysis, in e, for atoms 1 through 8: number 1, N, carries -0.64; number 2, C, carries -0.62; number 3, C, carries -0.08; number 4, C, carries -0.53; number 5, C, carries -0.29; number 6, C, carries -0.06; number 7, C, carries 0.09; number 8, H, carries 0.24

---

Least stable of them? d.

---

a:
A single C6H9N molecule. Source: the Open Molecules 2025 dataset; level of theory: wB97M-V/def2-TZVPD.

Geometry (Å):
N  -1.419  -1.497  2.015
C  -0.933  -1.585  0.957
C  -0.920  -0.930  -0.335
C  -0.171  0.106  -1.112
C  0.305  0.877  1.266
C  1.343  -0.014  -1.376
C  -0.798  0.483  0.289
H  1.174  0.218  1.286
H  1.812  0.948  -1.597
H  -0.115  0.922  2.272
H  0.661  1.889  1.012
H  1.499  -0.658  -2.259
H  -1.909  -1.075  -0.774
H  -0.696  0.358  -2.034
H  -1.727  0.442  0.946
H  1.895  -0.484  -0.558

For the HOMO-LUMO gap, the calculation gives 9.68 eV. Its SMILES is C[C@@H]1[C@H](C)[C@@H]1C#N. As for the spin multiplicity: 1. The total charge is 0. As for the molar mass: 95.1 g mol⁻¹.

Results of the natural (NBO) charge analysis, in e, for atoms 1 through 8: number 1, N, carries -0.39; number 2, C, carries 0.27; number 3, C, carries -0.36; number 4, C, carries -0.15; number 5, C, carries -0.63; number 6, C, carries -0.62; number 7, C, carries -0.22; number 8, H, carries 0.21

---

b:
A single C6H9N molecule. Source: the Open Molecules 2025 dataset; level of theory: wB97M-V/def2-TZVPD.

Geometry (Å):
N  -1.674  0.718  -2.031
C  1.321  -0.373  -0.247
C  -2.886  0.774  -1.822
C  0.395  0.011  -1.260
C  -0.780  0.453  -0.935
C  0.964  -0.308  1.009
C  1.861  -0.520  2.216
H  2.075  0.437  2.587
H  -1.316  0.581  0.043
H  -0.089  -0.189  1.362
H  -3.658  0.901  -2.569
H  1.280  -0.998  3.065
H  2.780  -1.243  2.163
H  0.792  -0.209  -2.231
H  -3.411  0.446  -0.926
H  2.346  -0.481  -0.425

For the HOMO-LUMO gap, the calculation gives 9.00 eV. Its SMILES is C=N/C=C/C=C/C. As for the spin multiplicity: 1. The total charge is 0. As for the molar mass: 95.1 g mol⁻¹.

Results of the natural (NBO) charge analysis, in e, for atoms 1 through 8: number 1, N, carries -0.40; number 2, C, carries -0.26; number 3, C, carries -0.05; number 4, C, carries -0.20; number 5, C, carries -0.05; number 6, C, carries -0.12; number 7, C, carries -0.65; number 8, H, carries 0.22

---

Least stable of them? a.

---

a:
A single C6H9N molecule. Source: the Open Molecules 2025 dataset; level of theory: wB97M-V/def2-TZVPD.

Geometry (Å):
N  0.055  -1.113  1.084
C  0.998  1.154  -1.148
C  1.333  0.832  1.309
C  -1.689  -0.741  -0.615
C  1.148  -0.427  1.765
C  -0.491  -0.357  0.185
C  0.289  0.938  0.202
H  1.530  2.106  -1.108
H  -1.602  -0.376  -1.642
H  -2.587  -0.277  -0.189
H  -0.410  1.773  0.370
H  -1.849  -1.822  -0.640
H  1.652  -1.018  2.521
H  0.306  1.170  -1.998
H  -0.255  -2.063  1.275
H  1.739  0.363  -1.312

For the HOMO-LUMO gap, the calculation gives 7.66 eV. As for the spin multiplicity: 1. The total charge is 0. As for the molar mass: 95.1 g mol⁻¹.

Results of the natural (NBO) charge analysis, in e, for atoms 1 through 8: number 1, N, carries -0.45; number 2, C, carries -0.58; number 3, C, carries -0.23; number 4, C, carries -0.67; number 5, C, carries -0.27; number 6, C, carries 0.37; number 7, C, carries -0.39; number 8, H, carries 0.24

---

b:
C6H9N as an isolated structure. Source: the Open Molecules 2025 dataset; level of theory: wB97M-V/def2-TZVPD.

Geometry (Å):
N  -0.818  -0.443  0.735
C  0.689  -0.085  -0.971
C  -0.794  -0.546  -0.697
C  0.827  1.254  -0.264
C  1.223  -0.865  0.259
C  0.455  0.217  0.976
C  -1.753  0.371  -0.025
H  -1.377  1.429  0.043
H  1.016  -1.977  0.227
H  -2.773  0.124  0.002
H  -1.116  -1.510  -1.002
H  1.029  -0.400  -2.000
H  0.634  0.557  2.018
H  1.941  1.561  -0.052
H  0.126  2.069  -0.483
H  2.369  -0.823  0.435

For the HOMO-LUMO gap, the calculation gives 10.14 eV. As for the spin multiplicity: 1. The total charge is 0. As for the molar mass: 95.1 g mol⁻¹.

Results of the natural (NBO) charge analysis, in e, for atoms 1 through 8: number 1, N, carries -0.40; number 2, C, carries -0.24; number 3, C, carries -0.10; number 4, C, carries -0.44; number 5, C, carries -0.40; number 6, C, carries -0.06; number 7, C, carries -0.27; number 8, H, carries 0.20

---

Least stable of them? b.